P:
The following is a DFT calculation (ωB97M-V/def2-TZVPD) of a cluster of 3 separate species, C3H13NO2S in total.

SMILES: C[C@@H](N)CS.O.O

Positions of all 20 atoms, in Å:
C: 1.40726 1.54490 4.11689
C: 1.49415 1.62362 2.60196
N: 2.41111 0.52544 2.17293
C: 0.12469 1.53531 1.85402
S: 0.47145 1.88518 0.12747
H: 2.19049 2.16706 4.58337
H: 1.54695 0.50050 4.43630
H: 0.44059 1.84809 4.55950
H: 1.90565 2.59471 2.31800
H: 1.83444 -0.31729 2.08265
H: 2.58489 0.61607 1.17088
H: -0.28002 0.51102 1.97361
H: -0.56590 2.21121 2.33015
H: 0.16692 0.69097 -0.35767
O: -2.23228 -2.50105 -5.47673
H: -2.16986 -3.40697 -5.16493
H: -1.48726 -2.13159 -5.92898
O: -2.98287 -4.72473 -3.87617
H: -3.91293 -4.52852 -4.03131
H: -3.00359 -4.92406 -2.93688

Results of the Löwdin charge analysis, in e, for atoms 1 through 6: C -0.084; C -0.537; N 0.001; C -0.544; S 0.730; H 0.080

---

Q:
The following is a DFT calculation (ωB97M-V/def2-TZVPD) of a cluster of 3 separate species, C3H13NO2S in total.

SMILES: C[C@@H](N)CS.O.O

Positions of all 20 atoms, in Å:
C: -0.25389 0.29840 -2.09359
C: -0.28300 -0.39595 -0.70701
N: -1.36014 -1.33221 -0.65691
C: 1.13490 -0.98513 -0.40352
S: 1.48752 -1.69303 1.23611
H: 0.54464 1.05850 -2.10174
H: -1.21816 0.68476 -2.40525
H: 0.00006 -0.34162 -2.94604
H: -0.47675 0.44746 -0.05851
H: -1.31761 -2.17112 -1.21328
H: -1.72210 -1.56354 0.25569
H: 1.45454 -1.64566 -1.19775
H: 1.86377 -0.15342 -0.32536
H: 0.61603 -2.68547 1.43621
O: 0.58952 2.78486 0.86798
H: 0.43244 2.52484 1.78243
H: 0.24195 3.67061 0.83668
O: -0.56835 0.49252 2.92817
H: -1.29645 0.84045 2.41321
H: 0.13111 0.16475 2.35250

Results of the Löwdin charge analysis, in e, for atoms 1 through 6: C -0.075; C -0.512; N 0.031; C -0.514; S 0.725; H 0.080

---

R:
The following is a DFT calculation (ωB97M-V/def2-TZVPD) of a cluster of 3 separate species, C3H13NO2S in total.

SMILES: C[C@H](N)CS.O.O

Positions of all 20 atoms, in Å:
C: -1.18662 -0.45989 -2.10757
C: -0.47383 -0.69677 -0.76911
N: 0.43399 -1.82337 -0.90283
C: -1.51140 -1.01063 0.29533
S: -0.84672 -0.97470 1.97006
H: -1.97968 0.27289 -2.03495
H: -0.42407 -0.21762 -2.86944
H: -1.58960 -1.42054 -2.40866
H: 0.11428 0.14490 -0.39752
H: 0.80083 -1.98604 -1.81740
H: 0.38425 -2.59731 -0.27406
H: -1.95476 -1.99225 0.05815
H: -2.30572 -0.27589 0.18235
H: -1.91969 -0.47341 2.55432
O: 0.75606 2.09792 1.81314
H: 0.93867 2.99151 2.15021
H: 0.31792 1.62000 2.52312
O: 3.86036 2.18698 0.77970
H: 3.11732 1.57556 0.69187
H: 3.46842 3.03866 0.56328

Results of the Löwdin charge analysis, in e, for atoms 1 through 6: C -0.065; C -0.541; N 0.026; C -0.552; S 0.734; H 0.071

---

S:
The following is a DFT calculation (ωB97M-V/def2-TZVPD) of a cluster of 3 separate species, C3H13NO2S in total.

SMILES: NCCCS.O.O

Positions of all 20 atoms, in Å:
N: 0.37875 1.03674 1.25832
C: 0.61220 -0.37003 1.50861
C: 0.66739 -1.17181 0.19308
C: 0.97331 -2.64493 0.43253
S: 0.47489 -3.71046 -1.00524
H: 0.80199 1.63667 1.95132
H: -0.58607 1.35210 1.20360
H: 1.52275 -0.49162 2.07867
H: -0.19422 -0.82101 2.10790
H: -0.25419 -0.91859 -0.32907
H: 1.47590 -0.78572 -0.43126
H: 0.44537 -3.08811 1.27853
H: 2.03711 -2.80451 0.54806
H: 1.49941 -3.37227 -1.79573
O: -1.61799 0.82008 -2.23437
H: -1.63996 0.48067 -1.32395
H: -2.55462 0.81628 -2.47483
O: -1.35159 4.60385 -0.60178
H: -0.83676 4.16097 -1.28536
H: -1.85369 5.27170 -1.07904

Results of the Löwdin charge analysis, in e, for atoms 1 through 6: N -0.010; C -0.308; C -0.284; C -0.551; S 0.664; H 0.061

---

It is Q that is most stable; the runner-up trails by 3.9 kcal/mol.

---

P:
The following is a DFT calculation (ωB97M-V/def2-TZVPD) of a cluster of 3 separate species, C3H13NO2S in total.

SMILES: C[C@H](N)CS.O.O

Positions of all 20 atoms, in Å:
C: 0.42935 0.80183 0.48042
C: 0.32638 0.53919 -1.05169
N: 0.77581 -0.79580 -1.38310
C: 0.95008 1.67637 -1.83257
S: 1.19164 1.29729 -3.61362
H: 0.71218 1.83960 0.60484
H: -0.55395 0.72147 0.92083
H: 1.18403 0.23695 1.00241
H: -0.74214 0.62273 -1.26941
H: 1.31904 -0.83883 -2.23978
H: 1.45899 -1.12279 -0.70035
H: 1.97275 1.87906 -1.50233
H: 0.38303 2.60030 -1.79049
H: -0.05602 1.51305 -4.04300
O: -2.76410 -0.78890 1.73009
H: -3.10039 -1.04906 2.59944
H: -3.50650 -0.72441 1.11861
O: -0.03147 -2.91603 3.28824
H: 0.45647 -3.36378 3.98624
H: -0.40520 -2.12825 3.69523

Results of the Löwdin charge analysis, in e, for atoms 1 through 6: C -0.045; C -0.533; N 0.017; C -0.528; S 0.700; H 0.063

---

Q:
The following is a DFT calculation (ωB97M-V/def2-TZVPD) of a cluster of 3 separate species, C3H13NO2S in total.

SMILES: NCCCS.O.O

Positions of all 20 atoms, in Å:
N: 0.93805 -0.75798 1.94735
C: 0.96249 -0.96506 0.51651
C: 1.37666 0.19089 -0.36145
C: 0.24645 1.18503 -0.45685
S: 0.53578 2.58114 -1.51477
H: 0.24254 -0.12108 2.32176
H: 1.83663 -0.37808 2.26932
H: 1.70796 -1.78882 0.36099
H: -0.01925 -1.46678 0.23338
H: 2.29428 0.74835 -0.02877
H: 1.80345 -0.21268 -1.27115
H: -0.04281 1.54818 0.53922
H: -0.66974 0.62767 -0.77122
H: 1.13329 1.97530 -2.64443
O: -2.78930 0.91575 0.52736
H: -2.15501 0.22852 0.29314
H: -2.20464 1.54079 0.96927
O: -1.44985 -1.62841 -0.84543
H: -1.32595 -2.49644 -1.26545
H: -2.42104 -1.72630 -0.81877

Results of the Löwdin charge analysis, in e, for atoms 1 through 6: N -0.016; C -0.330; C -0.292; C -0.663; S 0.691; H 0.055

---

It is P that is most stable; the runner-up trails by 12.7 kcal/mol.

---

P:
The following is a DFT calculation (ωB97M-V/def2-TZVPD) of the ion C6H17N3 with charge +2.

Charge: +2
SMILES: C/C=[NH+]\[C@H](C)[N@@H+](C)NC

Positions of all 26 atoms, in Å:
C: -0.46483 1.49199 2.82524
C: 0.57225 1.51518 1.78060
N: 0.54625 0.76005 0.73798
C: -0.24819 -0.44425 0.51203
C: 0.58527 -1.63529 1.07048
N: -0.50599 -0.50266 -0.97454
C: -1.83326 0.13317 -1.27566
N: 0.58689 0.25261 -1.61133
C: 1.34350 -0.60013 -2.60358
H: -1.16330 0.65455 2.58366
H: -0.97545 2.44166 2.67928
H: 0.14621 1.31386 3.71404
H: 1.40683 2.06772 2.06641
H: 1.10491 0.73128 -0.21834
H: -1.17858 -0.55944 1.08899
H: 1.65762 -1.44004 0.83301
H: 0.13885 -2.57578 0.79953
H: 0.60484 -1.73529 2.14713
H: -0.50799 -1.38473 -1.42848
H: -1.68930 1.10100 -0.82268
H: -2.08665 0.27005 -2.28108
H: -2.70562 -0.41293 -0.92717
H: 0.14856 1.07625 -2.04065
H: 2.37400 -0.70478 -2.55629
H: 1.10088 -1.67007 -2.54791
H: 1.04231 -0.14399 -3.55065

Results of the Löwdin charge analysis, in e, for atoms 1 through 6: C 0.025; C -0.011; N 0.099; C -0.268; C 0.029; N -0.058

---

Q:
The following is a DFT calculation (ωB97M-V/def2-TZVPD) of the ion C6H17N3 with charge +2.

Charge: +2
SMILES: C[NH2+][C@H](N)/C(C)=C(\C)[NH3+]

Positions of all 26 atoms, in Å:
C: -0.67498 1.86380 2.06808
N: 0.63933 1.70065 1.32393
C: 0.84395 0.22119 0.70525
N: 2.14551 -0.01337 0.44077
C: 0.00778 -0.01788 -0.57531
C: -0.58336 1.21646 -1.28375
C: -0.30159 -1.33063 -0.91110
C: 0.08641 -2.45590 -0.00810
N: -1.11082 -1.65275 -2.13053
H: -1.52895 1.40319 1.55956
H: -0.59671 1.23518 2.89341
H: -0.84568 2.93280 2.29930
H: 1.36672 1.65234 2.00946
H: 0.67973 2.35774 0.65947
H: 0.54320 -0.43077 1.58841
H: 2.48181 0.40248 -0.42486
H: 2.77200 -0.20419 1.18096
H: -1.47441 1.59155 -0.88081
H: -0.84965 0.90615 -2.31673
H: 0.31511 1.90877 -1.36271
H: -0.42685 -3.33493 -0.24613
H: 1.09606 -2.73046 0.02704
H: -0.32210 -2.12603 0.89738
H: -1.02698 -0.97343 -2.92503
H: -2.13100 -1.57441 -1.83782
H: -1.10453 -2.54755 -2.75015

Results of the Löwdin charge analysis, in e, for atoms 1 through 6: C 0.036; N 0.100; C -0.322; N 0.125; C -0.135; C 0.002

---

It is Q that is most stable; the runner-up trails by 42.7 kcal/mol.

---

P:
The following is a DFT calculation (ωB97M-V/def2-TZVPD) of a cluster of 5 separate species, C2H16N2O4 in total.

SMILES: NCCN.O.O.O.O

Positions of all 24 atoms, in Å:
N: 1.25906 1.15530 0.72778
C: 0.65033 1.96346 -0.36696
C: -0.23680 1.14918 -1.31553
N: -1.26746 0.32728 -0.66249
H: 2.04308 1.74258 1.00027
H: 1.73782 0.36301 0.28898
H: 1.43921 2.40661 -0.98315
H: 0.02564 2.75817 0.03479
H: -0.69440 1.88606 -1.96331
H: 0.36725 0.48930 -1.93823
H: -2.11029 0.89077 -0.60631
H: -1.06133 0.15666 0.31393
O: -1.06464 1.13083 2.50682
H: -0.92193 1.74652 3.23504
H: -0.21882 1.27525 2.01135
O: -0.34469 -1.61494 1.58915
H: -1.17666 -1.15466 1.69440
H: 0.24887 -1.49900 2.33092
O: -0.54774 -1.96342 -2.31388
H: -0.90788 -1.39964 -1.60618
H: -1.23173 -2.12802 -2.96618
O: 1.68061 -1.63706 -0.49064
H: 1.18846 -1.97778 -1.25213
H: 1.05344 -1.81931 0.22915

Results of the Löwdin charge analysis, in e, for atoms 1 through 6: N -0.008; C -0.254; C -0.257; N 0.010; H 0.077; H 0.054

---

Q:
The following is a DFT calculation (ωB97M-V/def2-TZVPD) of a cluster of 5 separate species, C2H16N2O4 in total.

SMILES: NCCN.O.O.O.O

Positions of all 24 atoms, in Å:
N: -1.18103 2.79922 1.33408
C: -0.64402 2.70719 -0.02446
C: -0.87365 1.45408 -0.83571
N: -0.03690 0.27627 -0.54111
H: -0.64700 2.28627 2.01578
H: -2.12382 2.22779 1.32134
H: 0.47452 2.85695 0.15130
H: -0.78003 3.79570 -0.62893
H: -2.00548 1.19122 -0.73197
H: -0.65676 1.70354 -1.88231
H: 1.01240 0.54381 -0.53375
H: -0.37183 -0.00786 0.32626
O: -0.42147 -1.34992 1.93342
H: -1.22757 -1.81206 1.39952
H: 0.04780 -2.08360 2.16912
O: 0.49963 -3.80791 1.22192
H: -0.36852 -3.72246 0.81284
H: 1.11232 -3.92476 0.49589
O: -0.62022 -2.41615 -1.13695
H: -1.14591 -2.05605 -1.84280
H: 0.23196 -1.93659 -1.18579
O: 3.15566 0.55745 -1.60552
H: 3.37686 1.01892 -0.72906
H: 3.19306 -0.30105 -1.50311

Results of the Löwdin charge analysis, in e, for atoms 1 through 6: N -0.043; C -0.349; C -0.307; N -0.006; H 0.044; H 0.105

---

It is P that is most stable; the runner-up trails by 54.6 kcal/mol.